A cluster of 2 separate species, C8H9NO3 in total, computed with ωB97M-V with the def2-TZVPD basis set.

XYZ file:
```
21
Properties=species:S:1:pos:R:3:forces:R:3
O -2.8228 -0.2891 0.6835 -1.08 0.37 1.62
N -2.0732 -0.5723 -0.2063 -0.51 -0.52 -0.49
O -2.3626 -1.3110 -1.1097 -0.23 -1.22 -1.12
C -0.8255 0.0772 -0.2515 1.17 0.21 -0.78
C 0.1262 -0.4000 -1.0695 0.83 0.60 -1.50
C 1.3513 0.5716 -1.3447 -1.47 -0.16 -2.61
C 1.6728 1.0831 -0.0458 2.40 0.36 3.53
C 0.8026 1.3306 0.9412 0.03 1.07 -0.60
C -0.6769 1.2328 0.6795 0.83 -0.25 -0.57
O -1.3244 2.3917 0.2024 0.12 0.79 -0.49
H 0.0923 -1.4457 -1.4961 -0.34 1.77 0.15
H 1.0278 1.4914 -2.0376 0.29 -2.10 1.22
H 2.2960 0.1754 -1.8446 -1.67 -0.08 0.60
H 2.7664 0.9666 0.1638 -0.96 0.82 0.24
H 0.9839 1.6366 1.9737 0.83 -0.12 -0.50
H -1.1324 1.0822 1.6298 -0.53 -0.87 0.67
H -1.7284 2.1843 -0.6433 -0.04 0.17 -0.09
C 0.7404 -2.9476 0.5928 -1.79 3.14 1.77
C 0.2308 -1.9524 1.1492 2.20 -5.13 -1.00
H 1.1021 -3.7994 0.0463 0.02 0.43 0.06
H -0.2464 -1.5058 1.9868 -0.10 0.73 -0.11
```
Forces are in eV/Å.

Calculated values
- Structure (SMILES): O=[N+]([O-])C1=CCC=C[C@H]1O.C#C
- Relative energy (zero: lowest compared OMol25 entry of this formula, charge and spin): 8.519 eV
- E_HOMO: -9.59 eV